102
Properties=species:S:1:pos:R:3:mulliken_charge:R:1 method="wB97M-V/def2-TZVPD" molar_mass_da=2097.7 fmax_ev_per_a=1.22 orbital_gap_ev=9.259 e_tot_ha=-23684.5048
C 0.199 -0.836 1.013 -0.953
C 1.098 -0.509 -0.227 0.503
O 1.424 0.870 -0.314 -0.591
C 2.310 1.235 0.726 0.445
C 3.537 2.052 0.198 -1.014
C 4.853 1.195 0.275 -0.584
C 5.514 1.419 1.680 -0.578
C 7.078 1.332 1.670 -0.445
N 7.524 0.506 2.806 -0.617
C 1.549 1.955 1.909 -1.239
O 0.300 2.411 1.445 -0.130
C -0.390 3.154 2.423 -0.058
C -0.618 2.399 3.767 -0.881
C -1.784 2.964 4.607 0.296
C -3.171 2.789 3.931 -0.523
Cl -1.791 1.980 6.174 -0.237
H 0.835 -1.088 1.878 0.244
H -0.399 0.069 1.218 0.090
H -0.520 -1.647 0.798 0.425
H 0.533 -0.826 -1.120 0.075
H 2.028 -1.115 -0.234 0.069
H 2.735 0.294 1.140 0.461
H 3.677 2.977 0.782 0.558
H 3.341 2.374 -0.845 0.232
H 4.621 0.113 0.217 0.232
H 5.543 1.426 -0.556 0.555
H 5.248 2.408 2.094 0.270
H 5.097 0.662 2.374 0.282
H 7.471 2.348 1.853 0.295
H 7.436 0.975 0.684 0.203
H 8.528 0.577 2.913 0.233
H 7.266 -0.463 2.661 0.228
H 2.160 2.786 2.315 0.497
H 1.472 1.195 2.717 0.247
H -1.378 3.440 2.017 -0.387
H 0.137 4.114 2.618 0.439
H -0.806 1.332 3.548 0.256
H 0.327 2.459 4.342 0.443
H -1.598 4.001 4.918 0.436
H -3.922 2.558 4.698 0.169
H -3.139 1.948 3.220 0.213
H -3.490 3.736 3.463 -0.051
C 1.150 -3.827 -2.495 0.221
Cl 2.515 -2.707 -2.636 0.123
Cl 1.081 -4.875 -3.921 -0.097
Cl 1.351 -4.819 -1.040 -0.114
Cl -0.348 -2.894 -2.369 -0.094
C -4.177 -4.975 -1.756 0.190
Cl -2.466 -5.175 -1.348 -0.024
Cl -4.313 -4.223 -3.354 0.015
Cl -4.973 -6.558 -1.777 -0.114
Cl -4.955 -3.938 -0.549 -0.042
C -4.101 -4.021 -7.426 0.314
Cl -3.804 -2.484 -6.592 -0.094
Cl -3.587 -3.883 -9.115 -0.100
Cl -3.184 -5.313 -6.632 -0.078
Cl -5.830 -4.394 -7.362 -0.065
C -6.890 0.704 6.387 0.293
Cl -7.807 1.098 7.849 -0.071
Cl -7.544 1.617 5.015 -0.108
Cl -5.188 1.135 6.623 -0.043
Cl -7.019 -1.032 6.055 -0.102
C -8.937 -2.118 -0.194 0.318
Cl -8.487 -1.274 -1.685 -0.084
Cl -8.360 -3.791 -0.269 -0.071
Cl -8.198 -1.302 1.194 -0.072
Cl -10.700 -2.107 -0.017 -0.105
C -7.030 4.351 10.306 0.309
Cl -7.777 3.421 11.616 -0.098
Cl -8.292 4.971 9.228 -0.094
Cl -6.117 5.707 10.989 -0.104
Cl -5.938 3.302 9.389 -0.013
C 4.462 -1.721 -6.072 0.147
Cl 5.470 -1.216 -7.440 -0.086
Cl 4.851 -0.726 -4.657 0.013
Cl 2.752 -1.512 -6.487 -0.029
Cl 4.772 -3.429 -5.710 -0.040
C 7.407 -3.031 -2.623 0.242
Cl 7.815 -2.141 -4.101 -0.069
Cl 8.066 -4.680 -2.731 -0.135
Cl 8.093 -2.189 -1.224 -0.063
Cl 5.646 -3.121 -2.441 -0.014
C 2.934 2.855 -5.217 0.242
Cl 2.166 1.844 -3.980 -0.001
Cl 1.691 3.533 -6.283 -0.108
Cl 3.821 4.173 -4.431 -0.106
Cl 4.060 1.873 -6.169 -0.055
C -3.201 5.372 0.077 0.354
Cl -4.151 5.787 1.516 -0.119
Cl -3.784 6.316 -1.304 -0.104
Cl -1.494 5.744 0.370 -0.086
Cl -3.378 3.644 -0.270 -0.086
C 11.261 -4.331 0.810 0.296
Cl 10.288 -4.711 -0.621 -0.005
Cl 10.928 -5.516 2.085 -0.098
Cl 12.982 -4.385 0.389 -0.100
Cl 10.847 -2.708 1.390 -0.098
C -9.041 -1.577 -8.158 0.322
Cl -7.332 -1.801 -7.753 -0.013
Cl -9.179 -0.816 -9.752 -0.103
Cl -9.848 -3.155 -8.186 -0.109
Cl -9.810 -0.543 -6.941 -0.097

---

73
Properties=species:S:1:pos:R:3:mulliken_charge:R:1 method="wB97M-V/def2-TZVPD" molar_mass_da=1102.6 fmax_ev_per_a=3.21 charge=-1 e_above_lowest_kcal_mol=0.00 orbital_gap_ev=6.725 e_tot_ha=-5483.1284
W 1.563 -0.143 0.735 1.680
Cl 4.653 -1.357 -5.216 -0.227
C 4.156 -1.453 -3.561 0.142
C 4.843 -2.268 -2.674 0.499
Cl 6.206 -3.190 -3.201 -0.225
C 4.435 -2.336 -1.338 0.086
Cl 5.245 -3.333 -0.184 -0.226
C 3.367 -1.582 -0.911 -0.206
O 2.925 -1.570 0.336 -0.408
C 2.670 -0.756 -1.797 -0.384
O 1.653 -0.070 -1.238 -0.064
C 3.058 -0.699 -3.114 0.632
Cl 2.197 0.324 -4.212 -0.233
C -2.892 -3.062 -2.020 -0.734
C -1.917 -2.151 -2.504 -0.800
C -0.830 -1.839 -1.755 -0.401
C -0.623 -2.411 -0.469 0.524
C 0.524 -2.109 0.337 1.131
C 0.777 -2.962 1.363 -1.124
C -0.175 -3.904 1.828 -0.694
C -1.339 -4.081 1.173 -1.148
C -1.573 -3.378 -0.022 1.277
C -2.718 -3.653 -0.815 -0.948
H -3.772 -3.290 -2.614 0.366
H -2.029 -1.704 -3.487 0.490
H -0.090 -1.158 -2.144 0.619
H 1.739 -2.909 1.848 0.656
H 0.046 -4.495 2.709 0.441
H -2.055 -4.827 1.508 0.362
H -3.463 -4.348 -0.435 0.360
C -3.422 0.223 0.389 -0.918
N -2.824 1.244 -0.478 0.612
C -3.505 1.418 -1.746 -0.949
P -1.257 1.649 -0.101 -1.331
O -0.514 0.362 0.250 0.268
N -0.733 2.527 -1.375 0.269
C -0.516 1.811 -2.639 -0.686
C 0.217 3.633 -1.187 -1.021
N -1.383 2.672 1.165 0.756
C -0.814 2.468 2.496 0.159
C -2.043 3.956 0.981 -1.208
H -4.444 0.518 0.645 0.366
H -2.850 0.113 1.311 0.202
H -3.448 -0.748 -0.102 0.191
H -4.547 1.693 -1.554 0.334
H -3.506 0.501 -2.349 0.192
H -3.047 2.222 -2.320 0.333
H -1.134 0.915 -2.693 0.133
H 0.521 1.512 -2.727 0.008
H -0.770 2.467 -3.477 0.345
H 0.286 3.924 -0.143 0.260
H -0.107 4.493 -1.780 0.293
H 1.220 3.341 -1.499 0.303
H -0.317 1.517 2.544 -0.869
H -1.619 2.480 3.240 0.305
H -0.084 3.243 2.734 0.321
H -2.471 4.031 -0.018 0.310
H -1.334 4.777 1.128 0.349
H -2.851 4.066 1.712 0.348
Cl 2.203 -1.877 4.496 -0.144
C 0.668 -1.020 4.705 0.378
Cl -0.343 -1.865 5.888 -0.187
C -0.110 -0.793 3.394 -0.061
O -1.293 -0.899 3.347 -0.647
O 0.640 -0.359 2.410 0.062
H 0.913 -0.043 5.101 0.267
F 3.517 0.921 0.060 -0.724
Te 2.898 2.364 1.634 1.044
F 3.313 3.511 0.127 -0.525
F 1.898 1.970 3.324 -0.578
F 2.077 4.033 2.101 -0.506
F 2.991 -0.025 2.125 -0.734
O 1.343 1.772 0.756 0.237

---

55
Properties=species:S:1:pos:R:3:mulliken_charge:R:1 method="wB97M-V/def2-TZVPD" molar_mass_da=599.1 fmax_ev_per_a=2.55 charge=+2 orbital_gap_ev="5.015 / 5.034" e_tot_ha=-1746.7185
C 0.276 0.787 -7.197 1.052
C 1.654 1.345 -7.574 -1.379
C 0.051 -0.557 -7.903 -1.373
C -0.816 1.779 -7.616 -1.371
Cl 0.206 0.548 -5.429 -0.195
H 0.094 -0.425 -8.993 0.352
H -0.932 -0.967 -7.649 0.374
H 0.825 -1.278 -7.618 0.370
H 1.718 1.502 -8.659 0.349
H 2.445 0.645 -7.284 0.369
H 1.828 2.306 -7.079 0.374
H -0.786 1.942 -8.702 0.350
H -0.669 2.745 -7.123 0.373
H -1.808 1.393 -7.358 0.370
C 2.138 -1.558 0.636 0.061
C 1.326 -2.359 -0.197 -0.290
C 1.490 -1.895 -1.523 -0.524
H 0.729 -3.221 0.126 0.514
C 2.371 -0.776 -1.496 -0.531
C 2.743 -0.528 -0.126 -1.092
H 3.448 0.238 0.223 0.505
H 2.342 -1.788 1.684 0.540
H 1.120 -2.398 -2.424 0.479
H 2.824 -0.313 -2.373 0.604
C -2.435 1.158 0.146 -1.025
C -2.501 -0.064 0.868 0.064
C -2.380 -1.159 -0.024 -0.346
H -2.718 -0.165 1.927 0.554
C -2.353 -0.630 -1.342 -0.510
C -2.399 0.794 -1.251 -0.589
H -2.561 1.473 -2.083 0.603
H -2.512 2.175 0.540 0.507
H -2.375 -2.216 0.252 0.509
H -2.427 -1.215 -2.261 0.491
Pb 0.296 0.831 -0.540 1.346
N -0.130 1.330 10.886 -0.423
C -0.076 1.100 9.741 -0.034
C -0.013 0.827 8.333 0.459
C -1.083 1.171 7.488 -0.792
C -1.000 0.918 6.110 -0.152
C 0.115 0.248 5.606 0.046
C 1.169 -0.142 6.437 -0.353
C 1.110 0.164 7.806 -0.668
N 0.100 -0.180 4.237 0.345
C -0.200 -1.497 3.852 -0.644
C -0.276 -1.495 2.493 -1.047
N 0.039 -0.222 2.019 0.582
C 0.217 0.548 3.090 -0.425
H -1.982 1.643 7.899 0.429
H -1.811 1.225 5.444 0.423
H 2.046 -0.644 6.017 0.450
H 1.943 -0.125 8.458 0.431
H -0.381 -2.291 4.547 0.525
H -0.522 -2.343 1.867 0.524
H 0.481 1.613 3.091 0.439

---

58
Properties=species:S:1:pos:R:3:mulliken_charge:R:1 method="wB97M-V/def2-TZVPD" smiles="COc1ccc(-c2cc(=O)oc3cc(OCC(=O)NCCN4CCOCC4)ccc23)cc1" molar_mass_da=438.5 fmax_ev_per_a=0.90 e_above_lowest_kcal_mol=51.38 orbital_gap_ev=8.445 e_tot_ha=-1491.1007
C -6.467 -2.742 -0.821 -0.814
H -7.489 -3.079 -0.985 0.240
O -6.538 -1.340 -0.735 -0.469
C -5.391 -0.639 -0.530 0.871
C -4.125 -1.201 -0.394 -0.642
C -3.023 -0.388 -0.202 -0.310
C -3.161 0.994 -0.128 -0.116
C -4.433 1.552 -0.240 -0.470
C -5.532 0.748 -0.449 -0.818
H -6.520 1.168 -0.550 0.430
H -4.553 2.623 -0.182 0.500
C -1.983 1.835 0.116 0.949
C -1.961 2.721 1.143 -0.600
C -0.788 3.490 1.486 -0.102
O -0.704 4.283 2.393 -0.664
O 0.341 3.265 0.731 -0.506
C 0.331 2.432 -0.333 0.082
C 1.521 2.315 -1.043 -0.398
C 1.572 1.526 -2.181 0.483
C 0.415 0.867 -2.616 -0.975
C -0.745 0.950 -1.889 -0.611
C -0.810 1.711 -0.715 0.694
H -1.628 0.425 -2.219 0.603
H 0.474 0.279 -3.516 0.457
O 2.695 1.394 -2.948 -0.503
C 3.906 1.186 -2.262 -0.615
C 3.858 -0.158 -1.517 0.556
O 3.128 -1.056 -1.873 -0.611
N 4.684 -0.252 -0.454 -0.082
H 5.238 0.538 -0.165 0.252
C 4.816 -1.482 0.296 -0.755
H 5.879 -1.714 0.411 0.435
C 4.176 -1.451 1.702 -0.966
N 2.745 -1.300 1.800 0.102
C 1.958 -2.207 0.982 -0.332
C 0.504 -2.148 1.456 -0.814
O -0.011 -0.836 1.396 -0.222
C 0.779 0.029 2.177 -0.789
C 2.224 0.047 1.677 -0.328
H 2.816 0.725 2.296 0.589
H 2.226 0.408 0.636 0.081
H 0.325 1.017 2.112 0.126
H 0.769 -0.304 3.226 0.390
H -0.133 -2.759 0.814 0.390
H 0.444 -2.518 2.491 0.360
H 2.339 -3.222 1.111 0.481
H 1.991 -1.938 -0.085 0.116
H 4.630 -0.649 2.289 0.444
H 4.434 -2.405 2.178 0.371
H 4.345 -2.262 -0.305 0.378
H 4.154 2.010 -1.582 0.286
H 4.673 1.125 -3.039 0.373
H 2.372 2.878 -0.692 0.374
H -2.812 2.854 1.791 0.538
H -2.046 -0.825 -0.065 0.494
H -3.984 -2.270 -0.433 0.408
H -6.086 -3.183 0.106 0.326
H -5.842 -3.062 -1.661 0.333

---

59
Properties=species:S:1:pos:R:3:mulliken_charge:R:1 method="wB97M-V/def2-TZVPD" smiles="COc1cc(OC)cc(C(=O)NCC(=O)OCC(=O)c2cc(C)n(Cc3ccco3)c2C)c1" molar_mass_da=454.5 fmax_ev_per_a=0.91 e_above_lowest_kcal_mol=21.26 orbital_gap_ev=8.842 e_tot_ha=-1566.3455
C -0.277 -0.904 3.249 -0.767
H 0.601 -0.986 3.895 0.438
O -0.283 -1.906 2.259 -0.480
C 0.771 -1.956 1.391 0.307
C 0.736 -3.014 0.479 -0.569
C 1.730 -3.144 -0.478 0.726
C 2.757 -2.200 -0.539 -0.434
C 2.795 -1.168 0.378 0.115
C 1.813 -1.046 1.358 -0.588
H 1.887 -0.228 2.055 0.577
C 3.846 -0.105 0.339 0.124
O 4.428 0.293 1.326 -0.666
N 4.078 0.375 -0.918 -0.244
H 3.392 0.121 -1.617 0.340
C 4.638 1.702 -1.080 -0.880
C 3.459 2.673 -1.073 0.809
O 3.082 3.329 -2.006 -0.610
O 2.879 2.645 0.132 -0.338
C 1.503 2.962 0.199 -0.726
H 1.282 3.161 1.245 0.370
H 1.273 3.838 -0.420 0.344
C 0.728 1.750 -0.348 0.756
O 1.270 1.042 -1.178 -0.688
C -0.583 1.515 0.200 1.404
C -1.415 0.442 -0.121 0.072
N -2.514 0.518 0.664 0.877
C -2.440 1.633 1.469 0.355
C -1.260 2.263 1.210 -1.260
H -0.919 3.163 1.679 0.457
C -3.520 1.995 2.425 -1.703
H -3.283 2.948 2.889 0.427
H -4.478 2.086 1.913 0.293
H -3.619 1.247 3.212 0.290
C -3.617 -0.401 0.625 -1.467
C -4.612 -0.012 -0.427 0.487
C -4.708 1.097 -1.212 -0.124
C -5.861 0.910 -2.016 -0.692
C -6.376 -0.295 -1.657 -0.530
O -5.625 -0.863 -0.694 -0.393
H -7.234 -0.841 -1.993 0.477
H -6.245 1.583 -2.754 0.443
H -4.044 1.938 -1.223 0.564
H -4.103 -0.422 1.606 0.542
H -3.243 -1.410 0.421 0.276
C -1.236 -0.626 -1.131 -1.598
H -1.192 -1.606 -0.654 0.185
H -0.304 -0.463 -1.662 0.303
H -2.064 -0.621 -1.840 0.463
H 5.187 1.776 -2.019 0.369
H 5.288 1.892 -0.223 0.398
H 3.520 -2.313 -1.292 0.610
O 1.787 -4.141 -1.402 -0.455
C 0.793 -5.135 -1.384 -0.823
H -0.199 -4.716 -1.581 0.303
H 0.778 -5.672 -0.430 0.336
H 1.054 -5.828 -2.182 0.254
H -0.080 -3.714 0.559 0.515
H -1.176 -1.072 3.841 0.229
H -0.313 0.097 2.807 0.203

---

59
Properties=species:S:1:pos:R:3:mulliken_charge:R:1 method="wB97M-V/def2-TZVPD" smiles="CC(C)Cn1c(N)c(C(=O)COC(=O)c2cc(C3CC3)nc3ccccc23)c(=O)n(C)c1=O" molar_mass_da=450.5 fmax_ev_per_a=0.68 e_above_lowest_kcal_mol=32.44 orbital_gap_ev=8.392 e_tot_ha=-1525.4586
C -5.494 -1.407 1.098 -1.650
H -5.574 -1.973 2.023 0.412
H -6.154 -1.862 0.363 0.363
H -5.847 -0.395 1.293 0.350
C -4.051 -1.426 0.596 1.560
C -3.577 -2.868 0.424 -1.741
H -3.500 -3.363 1.389 0.458
H -4.284 -3.423 -0.189 0.405
H -2.610 -2.893 -0.069 0.314
H -3.409 -0.937 1.337 0.117
C -3.926 -0.663 -0.740 -2.211
N -2.713 0.138 -0.842 0.388
C -2.651 1.384 -0.290 0.386
N -3.683 1.827 0.428 -0.276
H -4.353 1.189 0.821 0.004
H -3.518 2.745 0.860 0.350
C -1.530 2.194 -0.509 -0.009
C -0.510 1.760 -1.439 0.456
O 0.358 2.456 -1.922 -0.671
N -0.592 0.405 -1.796 0.087
C -1.636 -0.428 -1.524 0.599
O -1.659 -1.584 -1.881 -0.644
C 0.495 -0.170 -2.571 -1.169
H 1.204 0.627 -2.781 0.366
H 0.973 -0.964 -1.997 0.305
H 0.108 -0.590 -3.498 0.333
C -1.370 3.397 0.282 0.993
O -2.292 3.947 0.878 -0.801
C 0.025 3.998 0.422 -0.798
H 0.016 4.633 1.315 0.379
H 0.255 4.596 -0.464 0.326
O 1.072 3.046 0.504 -0.303
C 0.849 1.942 1.218 0.696
O -0.119 1.788 1.928 -0.636
C 1.904 0.932 0.941 0.272
C 3.168 1.344 0.599 -0.693
C 4.142 0.389 0.229 0.446
N 3.875 -0.893 0.182 -0.466
C 2.648 -1.331 0.511 -0.166
C 2.402 -2.719 0.437 -0.290
C 1.176 -3.222 0.767 -0.860
C 0.148 -2.364 1.184 -0.513
C 0.348 -1.013 1.251 -0.415
C 1.599 -0.458 0.922 0.183
H -0.443 -0.357 1.579 0.606
H -0.809 -2.782 1.456 0.572
H 0.989 -4.284 0.711 0.416
H 3.212 -3.355 0.115 0.489
C 5.500 0.823 -0.139 -0.385
C 6.664 -0.084 0.179 -0.603
C 6.225 0.075 -1.232 -0.554
H 5.691 -0.745 -1.686 0.256
H 6.838 0.648 -1.912 0.272
H 6.425 -1.011 0.675 0.254
H 7.587 0.376 0.497 0.279
H 5.662 1.891 -0.072 0.500
H 3.417 2.394 0.602 0.471
H -3.888 -1.380 -1.562 0.505
H -4.780 0.001 -0.902 0.687

---

58
Properties=species:S:1:pos:R:3:mulliken_charge:R:1 method="wB97M-V/def2-TZVPD" molar_mass_da=669.9 fmax_ev_per_a=6.59 charge=+2 e_above_lowest_kcal_mol=39.19 orbital_gap_ev="3.752 / 3.753" e_tot_ha=-2427.2004
C -0.643 -1.258 4.382 -0.621
C -1.286 -2.233 3.558 -0.606
C -0.284 -2.885 2.785 -0.807
H -2.344 -2.481 3.580 0.550
C 0.976 -2.343 3.143 -0.691
C 0.748 -1.353 4.131 -0.245
H 1.529 -0.832 4.682 0.452
H -1.113 -0.617 5.134 0.502
H -0.447 -3.701 2.086 0.493
H 1.954 -2.700 2.801 0.719
Pb -0.722 -0.084 1.827 1.176
C 1.555 0.956 -2.153 -1.181
H 2.456 0.469 -1.722 0.355
H 1.597 1.126 -3.245 0.395
H 1.452 1.858 -1.484 0.397
Si 0.116 -0.384 -1.811 0.353
C -1.472 0.236 -2.764 0.457
C -2.546 -0.664 -2.607 -0.492
H -2.388 -1.588 -2.033 0.332
C -3.750 -0.466 -3.306 -0.527
H -4.553 -1.193 -3.151 0.394
C -3.937 0.661 -4.124 -0.501
H -4.922 0.860 -4.590 0.399
C -2.853 1.545 -4.266 -0.442
H -2.964 2.444 -4.874 0.400
C -1.621 1.353 -3.608 0.005
H -0.755 2.009 -3.813 0.320
C 0.677 -1.688 -3.109 0.638
C 0.113 -1.987 -4.359 0.007
H -0.769 -1.413 -4.691 0.317
C 0.724 -2.950 -5.188 -0.626
H 0.257 -3.259 -6.112 0.421
C 1.962 -3.495 -4.842 -0.374
H 2.403 -4.300 -5.437 0.410
C 2.654 -2.973 -3.744 -0.695
H 3.664 -3.320 -3.523 0.394
C 2.050 -2.017 -2.914 -0.473
H 2.676 -1.468 -2.188 0.126
H 1.277 3.759 -4.018 -0.087
H 1.953 3.881 -3.664 0.099
N 3.036 -0.228 1.746 -0.301
C 2.634 0.820 2.493 0.346
N 1.376 1.185 2.662 -0.003
C 1.260 2.241 3.571 -0.070
C 2.474 2.728 4.015 -0.357
S 3.775 1.828 3.332 -0.155
C -0.067 2.578 4.016 -0.095
C -0.420 3.541 4.949 -0.436
S -2.108 3.491 5.239 -0.167
C -2.268 2.121 4.157 0.418
N -1.139 1.791 3.556 0.009
N -3.450 1.514 3.988 -0.358
H 4.013 -0.444 1.826 0.259
H 2.396 -0.995 1.567 0.029
H 2.543 3.566 4.695 0.407
H 0.287 4.234 5.386 0.377
H -4.216 1.907 4.514 0.217
H -3.551 0.617 3.521 0.136